# C5H16N2O

A cluster of 2 separate species, C5H16N2O in total in a non-equilibrium geometry (the ωB97M-V functional and the def2-TZVPD basis, the OMol25 dataset).

Geometry as ORCA input:
```
! wB97M-V def2-TZVPD RIJCOSX def2/J DEFGRID3
* xyz 2 1
C 2.578 -2.510 0.663
C 1.077 -2.039 0.132
C 0.923 -0.506 0.465
C -0.407 0.125 0.211
C -0.516 1.363 -0.212
N -1.648 2.265 -0.207
N 0.925 -2.088 -1.286
H 3.119 -1.642 1.030
H 2.327 -3.226 1.442
H 3.310 -2.839 0.036
H 0.308 -2.648 0.574
H 1.737 -0.017 -0.118
H 1.229 -0.307 1.408
H -1.177 -0.638 0.541
H 0.327 1.853 -0.516
H -2.490 2.328 -1.095
H -1.226 3.200 -0.127
H -2.120 2.115 0.752
H 0.018 -1.773 -1.603
H 1.036 -3.153 -1.588
H 1.642 -1.609 -1.842
H -4.105 4.086 -0.158
H -3.390 4.087 1.180
O -3.478 3.573 0.315
*
```

Summary:
molecular weight	120.2	g mol⁻¹
HOMO-LUMO gap	11.4	eV
HOMO level	-18.262	eV

=====

# C5H16N2O3

A cluster of 3 separate species, C5H16N2O3 in total in a non-equilibrium geometry (the ωB97M-V functional and the def2-TZVPD basis, the OMol25 dataset).

Geometry as ORCA input:
```
! wB97M-V def2-TZVPD RIJCOSX def2/J DEFGRID3
* xyz 0 1
C 0.557 -2.928 -1.224
C 0.726 -1.469 -1.695
N 0.078 -1.208 -3.023
C -0.001 -0.353 -0.834
N 0.084 -0.402 0.596
C -1.276 -0.034 1.151
C -1.277 1.452 1.544
O -2.276 2.164 1.508
H 1.129 -3.281 -0.239
H 0.885 -3.598 -2.010
H -0.503 -3.320 -0.967
H 1.845 -1.179 -1.607
H 0.720 -1.492 -3.709
H -0.762 -1.796 -3.062
H -1.119 -0.250 -1.190
H 0.462 0.636 -1.290
H 0.349 -1.284 1.021
H -2.047 -0.165 0.493
H -1.401 -0.422 2.209
H -0.236 1.692 2.068
O 1.806 1.637 2.955
H 1.701 1.275 2.106
H 0.977 2.175 2.700
O 0.289 4.047 0.975
H -0.585 4.504 1.206
H -0.125 3.600 0.316
*
```

Summary:
molecular weight	152.2	g mol⁻¹
SMILES	C[C@@H](N)CNCC=O.O.O
HOMO-LUMO gap	10.0	eV
HOMO level	-9.461	eV

=====

# C5H16N2OS

A cluster of 2 separate species, C5H16N2OS in total in a non-equilibrium geometry (the ωB97M-V functional and the def2-TZVPD basis, the OMol25 dataset).

Geometry as ORCA input:
```
! wB97M-V def2-TZVPD RIJCOSX def2/J DEFGRID3
* xyz 0 1
C 1.152 -2.035 -0.743
C 0.379 -0.763 -1.057
C 1.359 0.303 -1.624
S 1.976 -0.118 -3.300
N -0.215 -0.071 0.110
C -1.653 -0.296 0.371
C -2.339 1.048 0.632
N -2.504 1.267 2.080
H 0.500 -2.884 -0.543
H 1.786 -1.757 0.109
H 1.819 -2.414 -1.520
H -0.463 -0.969 -1.719
H 2.153 0.555 -0.923
H 0.813 1.250 -1.660
H 0.896 -0.770 -3.666
H 0.338 -0.225 0.946
H -2.102 -0.880 -0.433
H -1.778 -0.895 1.280
H -1.891 1.901 0.124
H -3.374 0.989 0.273
H -3.341 1.784 2.294
H -1.722 1.535 2.625
O 2.339 1.080 2.033
H 2.865 1.878 1.903
H 3.008 0.489 2.406
*
```

Summary:
molecular weight	152.3	g mol⁻¹
SMILES	C[C@H](CS)NCCN.O
HOMO-LUMO gap	9.0	eV
HOMO level	-8.462	eV

=====

# C5H16N2S

A cluster of 3 separate species, C5H16N2S in total in a non-equilibrium geometry (the ωB97M-V functional and the def2-TZVPD basis, the OMol25 dataset).

Geometry as ORCA input:
```
! wB97M-V def2-TZVPD RIJCOSX def2/J DEFGRID3
* xyz 0 1
C -0.791 1.749 -1.331
N 0.085 2.144 -2.466
C -2.026 0.873 -1.661
N -2.734 0.506 -0.389
H -1.144 2.659 -0.869
H -0.265 1.204 -0.539
H -0.253 2.985 -2.940
H 1.029 2.320 -2.101
H -1.646 -0.057 -2.143
H -2.689 1.290 -2.347
H -2.047 -0.142 0.112
H -0.932 -0.314 1.695
H -3.502 -0.131 -0.624
C 1.502 -1.261 2.697
C 1.988 -1.871 1.395
C 1.409 -1.103 0.185
S -0.345 -1.513 -0.072
H 1.846 -0.204 2.837
H 1.855 -1.810 3.596
H 0.403 -1.280 2.675
H 3.060 -1.770 1.386
H 1.667 -2.920 1.357
H 2.013 -1.316 -0.733
H 1.518 -0.037 0.281
*
```

Summary:
molecular weight	136.3	g mol⁻¹
HOMO-LUMO gap	7.2	eV
HOMO level	-9.007	eV

=====

# C5H16N3

A cluster of 2 separate species, C5H16N3 in total (the ωB97M-V functional and the def2-TZVPD basis, the OMol25 dataset).

Geometry as ORCA input:
```
! wB97M-V def2-TZVPD RIJCOSX def2/J DEFGRID3
* xyz 1 1
C -2.125 -1.516 0.266
C -1.746 -1.706 -0.992
N -2.118 -2.796 -1.777
N -1.859 -0.285 0.962
H -2.675 -2.277 0.802
H -1.215 -0.924 -1.525
H -1.381 -3.151 -2.369
H -2.500 -3.562 -1.236
H -0.253 -0.075 0.877
H -2.212 -0.307 1.911
H -2.293 0.510 0.497
C 2.851 1.374 0.466
C 1.336 1.392 0.569
C 0.658 1.945 -0.672
N 0.847 -0.015 0.790
H 3.211 2.385 0.311
H 3.309 0.986 1.371
H 3.168 0.767 -0.392
H 1.025 1.949 1.453
H -0.411 2.099 -0.516
H 1.113 2.902 -0.930
H 0.834 1.299 -1.530
H 1.264 -0.392 1.644
H 1.171 -0.600 0.022
*
```

Summary:
molecular weight	118.2	g mol⁻¹
HOMO-LUMO gap	8.8	eV
HOMO level	-11.625	eV

=====

# C5H16N3

The ion C5H16N3 with charge +1 in a non-equilibrium geometry (the ωB97M-V functional and the def2-TZVPD basis, the OMol25 dataset).

Geometry as ORCA input:
```
! wB97M-V def2-TZVPD RIJCOSX def2/J DEFGRID3
* xyz 1 1
N -0.880 0.878 2.647
C -1.628 -0.124 1.930
N -0.786 -0.746 0.891
C -1.360 -1.057 -0.444
C -0.791 -0.241 -1.607
C 0.735 -0.323 -1.833
C 1.501 0.243 -0.632
N 2.772 1.020 -0.900
H 0.118 0.735 2.569
H -1.054 1.824 2.336
H -2.114 -0.825 2.621
H -2.525 0.333 1.458
H -0.544 -1.677 1.245
H -1.137 -2.144 -0.587
H -2.444 -0.969 -0.487
H -1.115 0.800 -1.531
H -1.308 -0.576 -2.506
H 0.967 -1.407 -1.928
H 0.862 0.121 -2.798
H 1.752 -0.511 0.122
H 0.790 0.882 -0.121
H 2.649 1.990 -0.581
H 3.617 0.697 -0.432
H 2.886 1.166 -1.914
*
```

Summary:
molecular weight	118.2	g mol⁻¹
SMILES	NCNCCCC[NH3+]
HOMO-LUMO gap	8.3	eV
HOMO level	-12.040	eV

=====

# C5H16N3

A cluster of 2 separate species, C5H16N3 in total in a non-equilibrium geometry (the ωB97M-V functional and the def2-TZVPD basis, the OMol25 dataset).

Geometry as ORCA input:
```
! wB97M-V def2-TZVPD RIJCOSX def2/J DEFGRID3
* xyz 1 1
C 2.132 -0.563 -0.775
C 1.962 1.222 0.617
C -1.730 1.507 0.129
C -1.896 -0.591 -1.133
C -0.280 -0.533 0.849
N -0.241 -1.900 0.766
N 1.174 0.428 -0.243
N -1.604 -0.060 0.296
H 1.724 -1.551 -1.270
H 2.703 -0.089 -1.714
H 3.079 -0.656 -0.140
H 2.972 1.574 0.144
H 1.444 2.161 0.939
H 2.259 0.811 1.711
H -0.970 1.752 -0.676
H -2.669 1.645 -0.259
H -1.678 1.942 1.146
H -2.054 -1.660 -1.220
H -2.915 -0.215 -1.305
H -1.131 -0.168 -1.857
H -0.024 -0.099 1.812
H 0.454 -2.282 1.471
H -0.338 -2.315 -0.158
H -2.374 -0.359 0.872
*
```

Summary:
molecular weight	118.2	g mol⁻¹
HOMO-LUMO gap (spin up / spin down)	8.9 / 8.9	eV
HOMO level (spin up / spin down)	-11.899 / -11.900	eV

=====

# C5H16N3

The ion C5H16N3 with charge +1 in a non-equilibrium geometry (the ωB97M-V functional and the def2-TZVPD basis, the OMol25 dataset).

Geometry as ORCA input:
```
! wB97M-V def2-TZVPD RIJCOSX def2/J DEFGRID3
* xyz 1 1
C -0.946 1.400 -1.607
C -0.358 -0.057 -1.643
N 1.000 -0.108 -2.483
C -0.226 -0.996 -0.395
N 1.051 -0.667 0.218
C 0.960 0.147 1.365
C -0.013 -0.464 2.438
N -1.206 0.369 2.738
H -0.474 1.990 -0.815
H -1.973 1.292 -1.515
H -0.796 1.817 -2.561
H -1.082 -0.702 -2.129
H 1.109 -1.063 -2.896
H 1.741 0.004 -1.717
H 0.918 0.512 -3.356
H -1.182 -0.712 0.242
H -0.582 -1.990 -0.518
H 1.648 -1.450 0.407
H 0.802 1.192 1.051
H 1.980 0.087 1.823
H 0.489 -0.905 3.344
H -0.398 -1.508 2.134
H -1.178 1.201 2.179
H -1.284 0.615 3.696
*
```

Summary:
molecular weight	118.2	g mol⁻¹
SMILES	C[C@@H]([NH3+])CNCCN
HOMO-LUMO gap	8.8	eV
HOMO level	-12.108	eV

=====

# C5H16N3

A cluster of 2 separate species, C5H16N3 in total (the ωB97M-V functional and the def2-TZVPD basis, the OMol25 dataset).

Geometry as ORCA input:
```
! wB97M-V def2-TZVPD RIJCOSX def2/J DEFGRID3
* xyz 1 1
C -2.317 -2.074 -0.255
C -1.165 -1.258 -0.798
C -1.520 -0.423 -2.027
N -0.676 -0.333 0.293
H -2.007 -2.670 0.603
H -3.146 -1.436 0.056
H -2.693 -2.758 -1.012
H -0.322 -1.918 -1.002
H -1.909 0.553 -1.738
H -2.309 -0.915 -2.583
H -0.672 -0.266 -2.689
H -0.430 -0.863 1.131
H 0.218 0.162 0.028
H -1.388 0.360 0.518
C 1.523 2.516 0.232
N 1.797 1.088 0.420
C 2.299 0.669 1.658
N 2.832 -0.468 1.760
H 1.128 2.672 -0.768
H 0.780 2.844 0.957
H 2.415 3.132 0.344
H 2.345 0.667 -0.325
H 2.109 1.371 2.478
H 3.107 -0.653 2.720
*
```

Summary:
molecular weight	118.2	g mol⁻¹
HOMO-LUMO gap	10.4	eV
HOMO level	-13.320	eV

=====

# C5H16N3P

The molecule C5H16N3P in a non-equilibrium geometry (the ωB97M-V functional and the def2-TZVPD basis, the OMol25 dataset).

Geometry as ORCA input:
```
! wB97M-V def2-TZVPD RIJCOSX def2/J DEFGRID3
* xyz 0 1
C -2.778 -0.555 -0.701
P -1.105 -1.319 -0.630
N -1.291 -2.866 0.123
N -0.832 -0.315 0.847
C -0.717 1.127 0.755
C 0.361 1.548 -0.227
C 1.728 1.714 0.340
C 2.396 0.460 0.741
N 2.305 -0.654 -0.240
H -3.674 -1.257 -0.589
H -2.717 -0.052 0.348
H -2.936 -0.015 -1.582
H -1.164 -3.700 -0.401
H -2.006 -3.037 0.849
H -0.107 -0.645 1.477
H -1.667 1.543 0.360
H -0.459 1.632 1.706
H 0.214 2.523 -0.677
H 0.276 0.830 -1.152
H 1.490 2.417 1.129
H 2.339 2.108 -0.461
H 3.480 0.714 1.086
H 2.037 0.001 1.659
H 2.646 -0.396 -1.182
H 2.912 -1.343 0.150
*
```

Summary:
molecular weight	149.2	g mol⁻¹
SMILES	CP(N)NCCCCN
HOMO-LUMO gap	8.8	eV
HOMO level	-7.709	eV

=====

The evaluated ΔE to the lowest compared entry with this formula, charge and spin for the records listed, in turn: 2.633; 4.295; 0.540; 3.813; 1.004; 2.286; 5.183; 3.189; 1.067; 0.000 eV.
The evaluated calculated total energy for the records listed, in turn: -384.1590; -535.2209; -783.0047; -707.6443; -364.1385; -364.0913; -363.9849; -364.0582; -364.1361; -705.6782 Ha.